20
Properties=species:S:1:pos:R:3 method="wB97M-V/def2-TZVPD" e_homo_ha=-0.4404 charge=+1
O -1.88246 -0.44827 1.14736
C -1.28791 0.24182 0.37009
C -0.38302 -0.41677 -0.58482
C 0.22118 0.23939 -1.66976
C 1.47747 1.10445 -1.19137
C 3.83284 0.29593 -0.84736
C 2.53276 0.17365 -0.66226
N -4.29956 -1.43897 2.95803
H -1.36812 1.33886 0.42106
H -0.14565 -1.47132 -0.45429
H -0.51743 0.92256 -2.12358
H 0.56275 -0.43966 -2.45226
H 1.86183 1.72801 -1.99682
H 1.08797 1.79273 -0.43589
H 4.52430 -0.46185 -0.53385
H 4.34081 1.15062 -1.27146
H 2.16092 -0.68436 -0.11024
H -5.11551 -0.84830 2.99872
H -3.53011 -0.90415 2.59589
H -4.07306 -1.87437 3.84279